Entry from the OMol25 dataset: C17H34NO7S2 as an isolated structure (the ωB97M-V functional and the def2-TZVPD basis).

Cartesian coordinates (Å):
C1 2.044 -4.888 -0.321
C2 2.533 -4.355 -1.673
C3 2.298 -2.852 -1.865
C4 3.320 -2.185 -2.811
C5 4.048 -0.951 -2.258
C6 3.507 0.414 -2.716
C7 2.029 0.771 -2.430
C8 1.816 1.652 -1.193
C9 2.057 0.972 0.164
S1 0.610 0.911 1.243
O1 -0.401 1.788 0.672
O2 1.133 1.290 2.547
N1 0.190 -0.631 1.247
S2 -1.290 -1.011 0.787
O3 -1.349 -2.462 0.675
O4 -2.336 -0.383 1.572
C10 -1.513 -0.401 -0.902
C11 -2.641 0.614 -1.055
C12 -4.007 -0.019 -1.368
C13 -3.891 -1.087 -2.418
O5 -3.507 -0.900 -3.554
O6 -4.274 -2.341 -1.988
H1 0.966 -5.027 -0.327
H2 2.253 -4.177 0.480
H3 2.520 -5.843 -0.086
H4 2.011 -4.919 -2.452
H5 3.599 -4.579 -1.777
H6 2.358 -2.374 -0.883
H7 1.277 -2.679 -2.220
H8 4.090 -2.942 -2.997
H9 2.877 -1.961 -3.785
H10 4.098 -1.001 -1.169
H11 5.085 -0.992 -2.608
H12 3.652 0.460 -3.801
H13 4.138 1.192 -2.276
H14 1.666 1.341 -3.292
H15 1.419 -0.134 -2.394
H16 0.799 2.049 -1.193
H17 2.480 2.515 -1.291
H18 2.781 1.531 0.756
H19 2.419 -0.045 0.047
H20 -1.625 -1.288 -1.525
H21 -0.574 0.068 -1.191
H22 -2.378 1.317 -1.846
H23 -2.745 1.187 -0.136
H24 -4.673 0.756 -1.760
H25 -4.471 -0.428 -0.472
H26 -3.494 -2.880 -1.808
C14 -3.254 3.128 4.956
C15 -2.094 2.438 4.237
C16 -1.546 3.572 3.387
O7 -1.796 4.789 4.119
C17 -2.684 4.521 5.199
H27 -3.559 2.631 5.876
H28 -4.122 3.187 4.295
H29 -1.341 2.110 4.956
H30 -2.388 1.578 3.638
H31 -2.068 3.630 2.427
H32 -0.481 3.472 3.192
H33 -2.122 4.556 6.141
H34 -3.451 5.299 5.229

The frontier orbital gap comes out at 0.332 Ha. As for the maximum force: 1.2 eV/Å. The charge is -1.

These are the natural (NBO) partial charges, in e, on atoms 1 to 5:
1. C -0.60
2. C -0.39
3. C -0.41
4. C -0.40
5. C -0.39